(1)
{
  "formula": "CH3ClI2Si",
  "method": "ωB97M-V with the def2-TZVPD basis set",
  "species": ["C", "Si", "Cl", "I", "I", "H", "H", "H"],
  "positions_angstrom": [[1.641, -0.012, -0.172], [-1.241, -0.098, 0.236], [-1.509, 0.079, 2.352], [-2.240, 1.811, -0.899], [-2.188, -2.049, -0.848], [2.095, 0.177, 0.790], [2.085, -0.891, -0.744], [1.356, 0.983, -0.716]],
  "forces_ev_per_angstrom": [[-1.9691, 1.2161, -1.3923], [2.3428, 0.0832, 0.7332], [-0.0435, -0.2308, -1.3882], [0.1228, 0.0268, 0.1875], [-0.0448, -0.1088, 0.2741], [-0.2504, -0.1563, 0.2049], [-1.1009, 1.3749, 0.6609], [0.9432, -2.2051, 0.7199]],
  "energy_ev": -37687.5790,
  "e_above_lowest_kcal_mol": 68.8,
  "total_charge": 0,
  "lumo_ev": [-1.13, -1.51]
}

---

(2)
{
  "formula": "CH3ClIN",
  "method": "ωB97M-V with the def2-TZVPD basis set",
  "species": ["C", "N", "Cl", "I", "H", "H", "H"],
  "positions_angstrom": [[-0.762, -0.349, 0.810], [-0.021, 0.067, -0.570], [0.206, -1.532, 1.770], [-2.634, -1.173, 0.394], [-0.657, 0.521, 1.367], [0.112, -0.873, -0.925], [0.870, 0.539, -0.455]],
  "forces_ev_per_angstrom": [[3.2015, 0.1082, -3.1978], [-2.5891, -1.8719, 2.3254], [0.0088, -0.0059, -0.1679], [-0.1794, 0.3180, -0.0455], [-0.9704, 1.4610, 1.1493], [0.5247, 0.2709, -0.7043], [0.0039, -0.2803, 0.6408]],
  "energy_ev": -23197.9950,
  "e_above_lowest_kcal_mol": 5.5,
  "total_charge": 0,
  "lumo_ev": 0.23
}

---

(3)
{
  "formula": "CH3ClN2O2",
  "method": "ωB97M-V with the def2-TZVPD basis set",
  "species": ["C", "N", "N", "O", "O", "Cl", "H", "H", "H"],
  "positions_angstrom": [[-1.470, -0.323, 0.641], [0.885, -0.574, -0.646], [0.617, -1.011, 0.418], [1.173, -1.622, 1.295], [2.188, -0.843, -1.179], [-2.324, -0.728, -0.746], [-1.565, -1.051, 1.553], [-1.256, 0.773, 0.871], [2.142, -0.066, -1.804]],
  "forces_ev_per_angstrom": [[2.7822, -1.0771, 2.5914], [0.5443, 1.5910, -4.1456], [-3.4093, 0.0189, 2.9600], [0.5475, -0.6053, 0.5233], [-0.6787, 1.4239, -0.0646], [0.0696, 0.1786, 0.0049], [-0.0845, 1.6072, -1.8971], [-0.4416, -1.7113, -0.5594], [0.6705, -1.4259, 0.5872]],
  "energy_ev": -20676.7906,
  "e_above_lowest_kcal_mol": 96.3,
  "total_charge": 0,
  "lumo_ev": [-0.90, -0.80]
}